Computed, not measured: the molecule C2H7N3S at a distorted geometry, with ωB97M-V/def2-TZVPD.

Results
- energy relative to the best compared isomer or geometry (same formula, charge and spin) (kcal per mole) = 57.9
- E (hartree) = -642.59370
- spin multiplicity = 3
- M (g mol⁻¹) = 105.2
- frontier orbital gap (spin up / spin down) (eV) = 5.58 / 7.65
- E_HOMO (spin up / spin down) (eV) = -4.77 / -9.72
- net charge = 0

XYZ file:
```
13
Properties=species:S:1:pos:R:3:forces:R:3
C 1.003927 -0.260881 -0.296638 3.1 -1.8 1.4
C 0.743013 1.153111 0.117290 0.8 0.7 -4.2
N -0.130167 -0.844831 -0.971713 -1.8 -0.2 1.1
N -1.369470 -0.144802 -0.716911 0.7 -3.8 2.5
N -2.069598 -0.877641 0.446793 -2.3 0.4 -4.9
S -1.095727 1.500307 -0.201165 -0.7 3.2 0.7
H 1.905494 -0.350955 -1.037258 -1.5 0.1 1.4
H 1.294315 -0.951944 0.634777 -0.6 1.4 -1.8
H 0.824641 1.420590 1.132161 0.5 0.3 1.1
H 1.356942 1.874523 -0.652875 -1.6 -1.3 2.3
H -0.096153 -0.690096 -1.916139 0.9 0.1 -2.9
H -1.483671 -0.762929 1.167064 2.7 0.4 3.5
H -2.051526 -1.865968 0.181216 0.0 0.5 -0.1
```
Forces are in eV/Å.